1.
A molecular structure, C38H45BrN9O2V at a distorted geometry. Source: the OMol25 dataset; level of theory: the ωB97M-V functional and the def2-TZVPD basis.

```
96
Properties=species:S:1:pos:R:3:forces:R:3:mulliken_spin:R:1
V -0.573755 -1.588526 -0.764350 -0.029 -2.898 -0.454 2.09
C 3.795509 3.978276 10.863817 0.077 -0.025 0.035 0.00
O 2.545312 4.141857 10.206701 -0.043 0.113 0.122 0.00
C 2.340541 3.518249 9.044102 -0.060 -0.165 -0.282 0.00
C 3.262248 2.669594 8.428437 0.164 0.016 0.161 0.00
C 2.948986 2.072405 7.222693 -0.239 0.021 -0.172 0.00
C 1.720412 2.300659 6.603684 0.192 0.089 0.240 0.00
C 0.801444 3.156034 7.228814 0.079 -0.109 -0.143 0.00
C 1.104472 3.752450 8.426057 0.012 0.069 0.120 0.00
C 1.360984 1.679881 5.343888 -0.134 -0.133 -0.256 0.00
N 0.191088 1.799211 4.743949 -0.146 0.158 0.109 0.00
C 0.272675 1.062623 3.609086 0.527 -0.171 0.012 0.00
C 1.523431 0.458972 3.502067 -0.402 0.167 0.014 0.00
N 2.199705 0.866967 4.619150 0.077 -0.012 0.091 0.00
C 1.876734 -0.423645 2.449766 -0.175 0.070 -0.198 0.00
C 3.048234 -1.190555 2.349437 -0.041 -0.054 -0.236 0.00
C 3.200020 -2.036228 1.274930 0.123 0.102 0.209 0.00
C 2.213275 -2.094644 0.292229 0.055 0.107 -0.099 0.00
N 1.098968 -1.375477 0.351847 1.237 -0.070 0.973 -0.03
C 0.907789 -0.580170 1.432956 0.354 -0.088 0.231 0.04
C -0.395498 -0.006954 1.553351 -0.358 0.253 0.215 -0.02
N -1.298654 -0.407855 0.618822 -0.908 1.256 1.412 -0.06
C -2.557567 -0.005072 0.755907 0.165 -0.128 -0.245 0.06
C -2.969452 0.854802 1.769692 0.001 0.203 0.298 -0.01
C -2.063884 1.279779 2.717042 -0.129 -0.057 -0.148 0.02
C -0.745178 0.816372 2.638841 0.185 -0.216 -0.257 -0.02
H 3.748448 4.607606 11.746289 0.012 -0.002 -0.003 0.00
H 4.620208 4.303363 10.226361 -0.020 0.021 0.002 0.00
H 3.950773 2.940664 11.166983 -0.033 -0.001 -0.020 0.00
H 4.221137 2.467625 8.884027 -0.030 0.020 -0.005 0.00
H 3.686005 1.418645 6.771165 0.027 -0.010 0.038 0.00
H -0.145933 3.338732 6.741674 -0.032 0.026 0.053 0.00
H 0.404918 4.414735 8.917888 -0.002 -0.001 -0.014 0.00
H 3.150832 0.645295 4.855000 0.012 0.043 0.056 0.00
H 3.813513 -1.133966 3.112274 0.013 0.002 -0.001 0.00
H 4.079761 -2.656700 1.181956 -0.004 0.008 -0.046 0.00
H 2.341065 -2.739293 -0.564230 -0.034 0.024 -0.033 0.00
H -3.262299 -0.387942 0.030075 -0.009 0.055 -0.058 0.00
H -4.001794 1.171477 1.812669 -0.006 -0.029 -0.034 0.00
H -2.347335 1.938512 3.527187 -0.015 -0.014 0.006 0.00
C -2.819851 -6.178771 1.183406 -0.055 0.001 -0.083 0.00
N -2.143434 -4.900501 1.406776 -0.014 -0.035 -0.112 0.01
C -1.868456 -4.482460 2.776413 0.127 0.029 0.055 0.00
C -1.683706 -4.160292 0.387339 0.033 -0.100 0.163 0.00
N -0.980829 -3.069554 0.517710 -0.520 -1.271 0.816 -0.03
N -1.981023 -4.626336 -0.886781 0.049 0.039 0.056 0.00
C -2.145603 -3.835181 -2.002141 -0.268 0.013 -0.164 0.01
N -2.497988 -4.499762 -3.116122 0.019 -0.048 0.049 0.01
N -2.007945 -2.547235 -1.937578 -0.026 -0.323 0.024 -0.03
H -3.178305 -6.554660 2.134800 0.027 -0.009 0.021 0.00
H -2.142177 -6.926957 0.763086 -0.005 -0.011 0.044 0.00
H -3.688383 -6.058828 0.534083 0.008 0.023 0.020 0.00
H -2.521462 -5.026989 3.449940 0.000 -0.042 -0.019 0.00
H -2.085777 -3.421020 2.907135 -0.027 -0.021 -0.008 0.00
H -0.831931 -4.680989 3.061065 -0.010 0.018 -0.008 0.00
H -0.813234 -2.848014 1.491388 -0.043 -0.028 0.024 0.02
H -2.188666 -5.605780 -0.978129 -0.046 0.004 -0.023 0.00
H -2.651032 -5.492748 -3.132444 0.021 -0.010 0.015 0.00
H -2.538808 -4.022310 -3.999359 -0.017 0.056 -0.005 0.00
H -2.211980 -2.106294 -2.827827 0.013 0.098 0.011 0.01
C 2.783731 0.497250 -7.419034 -0.073 0.009 0.039 0.00
C 1.463929 1.194454 -7.086030 -0.051 0.042 -0.081 0.00
C 0.434493 0.899714 -8.189913 0.078 0.045 0.042 0.00
C 1.722460 2.708828 -7.027577 -0.015 -0.121 0.055 0.00
C 0.895433 0.712146 -5.755888 -0.125 0.053 0.023 0.00
C 1.356768 -0.430868 -5.114984 0.143 -0.148 -0.098 0.01
C 0.797868 -0.774576 -3.910601 -0.525 0.105 0.598 -0.02
Br 1.271766 -2.422647 -3.059113 0.241 -0.156 -0.106 0.01
C -0.184640 -0.030368 -3.224751 0.551 0.098 -1.280 0.00
O -0.427669 -0.401043 -1.959681 -0.335 3.527 -2.332 -0.07
C -0.763523 1.047025 -3.948352 -0.033 -0.359 0.579 0.00
C -0.181071 1.369609 -5.170134 0.128 -0.026 -0.104 0.00
C -2.040103 1.829682 -3.589632 0.031 0.011 0.000 0.00
C -1.768470 3.338722 -3.639986 0.022 -0.009 0.000 0.00
C -3.105706 1.454791 -4.634062 0.003 0.048 0.035 0.00
C -2.609074 1.519127 -2.208996 0.135 -0.035 -0.061 0.01
H 3.204958 0.925982 -8.327932 -0.005 -0.010 -0.007 0.00
H 2.648017 -0.571501 -7.593911 0.023 -0.005 -0.008 0.00
H 3.508262 0.635232 -6.613897 0.048 -0.024 -0.036 0.00
H 0.806689 1.261859 -9.149582 -0.019 -0.024 -0.010 0.00
H -0.512971 1.400229 -7.984246 -0.014 0.006 -0.024 0.00
H 0.242152 -0.171252 -8.274992 0.015 -0.004 -0.004 0.00
H 2.153686 3.041647 -7.971964 0.014 0.014 0.011 0.00
H 2.417516 2.951925 -6.222134 0.017 0.028 -0.023 0.00
H 0.804875 3.274576 -6.869161 -0.006 0.030 -0.004 0.00
H 2.133370 -1.045922 -5.546328 -0.010 -0.004 0.027 0.00
H -0.607970 2.206741 -5.704955 0.020 -0.047 -0.029 0.00
H -1.447527 3.667281 -4.627288 -0.011 0.054 0.046 0.00
H -0.994316 3.610336 -2.920155 -0.002 0.040 -0.015 0.00
H -2.678278 3.886369 -3.388481 0.008 -0.003 -0.015 0.00
H -2.815103 1.766468 -5.636847 -0.019 -0.003 -0.007 0.00
H -4.054438 1.936472 -4.389039 0.010 0.004 -0.023 0.00
H -3.263707 0.373224 -4.654659 -0.026 0.014 0.010 0.00
H -1.866001 1.719788 -1.441883 0.016 -0.044 0.187 0.00
H -2.934575 0.480699 -2.144782 0.016 -0.103 0.081 0.00
H -3.477345 2.154879 -2.023997 0.019 -0.027 -0.031 0.00
```
Forces are in eV/Å.

Properties
Total charge: +2
F_max: 4.24 eV/Å
LUMO (spin up / spin down): -0.2074 / -0.2108 hartree
2S+1: 3
<S²>: 2.013



2.
A molecular structure, C38H45ClIN8O4PbS at a distorted geometry. Source: the OMol25 dataset; level of theory: the ωB97M-V functional and the def2-TZVPD basis.

```
99
Properties=species:S:1:pos:R:3:forces:R:3:mulliken_charge:R:1
Pb -1.531294 0.284924 -1.049242 -0.812 0.058 -0.594 1.93
Cl 0.386254 0.361362 6.632455 -0.084 0.367 -0.569 -0.10
C -0.107193 0.736445 5.033086 -0.469 -1.375 0.176 0.09
C 0.197830 1.948207 4.416609 0.051 1.014 -0.908 -0.43
C -0.227378 2.212546 3.124706 0.439 0.476 0.359 -0.73
C -0.901501 1.249552 2.296015 0.264 -0.535 -0.537 0.28
O -1.061733 1.493826 1.053643 0.039 -0.195 2.002 -0.32
C -1.194145 -0.032291 2.968638 0.552 -0.108 0.397 0.45
C -1.841319 -1.142681 2.294064 0.179 0.074 -0.917 -0.62
N -2.247134 -1.153908 1.063246 0.609 1.051 1.766 0.51
C -3.226406 -2.060163 0.720727 -1.127 -2.276 -1.262 -0.42
C -3.270232 -3.426926 1.045313 0.328 0.991 0.716 -0.03
C -4.408046 -4.214882 0.800638 -0.665 0.311 -0.726 -1.10
C -5.507122 -3.662261 0.152554 0.277 -0.673 0.099 -0.65
C -5.472404 -2.345110 -0.349596 2.030 0.601 0.800 0.89
C -6.507013 -1.784192 -1.096000 -0.289 0.867 -0.672 -0.68
C -6.366427 -0.495675 -1.585733 0.207 -0.563 0.601 -0.96
C -5.198984 0.227797 -1.268235 0.250 -0.272 0.042 -0.46
N -4.161114 -0.258383 -0.580739 -0.604 0.015 -0.433 -0.45
C -4.274530 -1.530745 -0.100892 -1.125 -0.606 -0.127 0.80
C -0.815317 -0.246065 4.314275 -0.258 0.669 -1.589 -1.01
H 0.787574 2.665811 4.976291 -0.177 0.151 -0.092 0.60
H -0.034067 3.152217 2.602140 0.117 -0.088 0.478 0.47
H -1.967796 -2.009465 2.926911 -0.635 -0.264 0.261 0.43
H -2.426521 -3.850495 1.604737 -0.319 0.068 -0.310 0.55
H -4.439253 -5.267975 1.076733 0.129 0.328 0.082 0.45
H -6.406149 -4.263302 -0.041004 0.455 0.231 0.178 0.42
H -7.403102 -2.368900 -1.291814 0.125 0.111 -0.011 0.48
H -7.134289 -0.027110 -2.183016 -0.057 0.033 0.066 0.46
H -5.141341 1.260498 -1.596077 0.270 -0.046 -0.051 0.58
H -1.044674 -1.198226 4.762241 -0.004 -0.113 0.201 0.55
N -2.191102 6.488631 -5.328325 1.517 0.522 0.288 -0.35
C -3.028603 5.449182 -5.350722 -2.168 -0.392 -2.067 0.22
O -3.996226 5.339719 -6.124388 1.686 0.205 1.501 -0.59
C -2.758393 4.366536 -4.373188 0.028 -1.293 0.500 0.70
C -3.237348 3.071495 -4.626094 -0.367 0.127 0.006 -0.84
C -3.041545 2.063688 -3.694102 0.294 0.683 0.124 -0.14
N -2.442311 2.303639 -2.508993 0.020 -0.588 -0.061 0.07
C -1.966417 3.524645 -2.274818 0.025 -0.122 0.617 -0.51
C -2.078894 4.550261 -3.184030 0.434 1.114 0.228 -0.75
H -2.288216 7.196013 -6.044442 -0.108 -0.093 0.066 0.27
H -1.251842 6.384284 -4.918080 -0.996 0.210 -0.366 0.21
H -3.834045 2.883530 -5.513808 0.238 0.072 -0.011 0.53
H -3.369897 1.047663 -3.906746 0.003 0.152 0.186 0.42
H -1.505588 3.742523 -1.294720 -0.225 -0.415 -0.555 0.37
H -1.643686 5.515422 -2.891752 -0.366 -0.364 -0.259 0.42
C 5.544342 3.968424 5.189911 0.057 0.403 -0.427 -1.17
C 5.718695 2.452637 5.161417 0.412 -0.126 0.050 -0.71
C 4.572745 1.636140 4.547816 0.229 -0.033 0.041 0.38
C 4.389357 1.929095 3.052065 0.531 0.305 -0.235 -1.05
N 3.272036 1.201005 2.475718 -1.161 -1.179 -0.695 0.19
C 3.245883 -0.024067 1.912277 2.907 0.822 1.549 0.39
S 1.750810 -0.616931 1.350827 -0.354 -0.080 -0.043 0.03
N 4.376229 -0.768396 1.820128 -1.949 0.392 -0.160 0.07
C 4.311376 -2.172328 1.429569 0.338 -1.290 -0.007 -1.24
C 3.593325 -3.116547 2.433822 0.164 0.042 -0.107 -0.09
C 4.041759 -2.988744 3.889384 0.425 0.337 0.184 -0.22
C 5.534970 -3.276977 4.131831 0.439 -0.214 0.577 -1.31
H 6.413250 4.404030 5.700214 -0.338 -0.016 -0.047 0.37
H 4.628518 4.299441 5.711755 0.374 -0.242 -0.145 0.28
H 5.541596 4.419120 4.176535 -0.070 -0.250 0.452 0.32
H 5.875055 2.108740 6.190865 -0.136 -0.045 -0.177 0.37
H 6.661163 2.199286 4.636524 -0.392 0.128 0.143 0.35
H 3.629847 1.875248 5.066279 0.185 -0.130 -0.113 0.20
H 4.797006 0.567570 4.716526 -0.254 0.288 -0.176 0.05
H 5.271949 1.710850 2.429263 -0.050 0.167 0.442 0.21
H 4.146066 2.991283 2.893167 0.267 -0.328 0.091 0.40
H 2.364994 1.618042 2.643209 -0.019 -0.124 -0.121 -0.16
H 5.277759 -0.415950 2.105132 -0.198 0.270 0.270 0.34
H 5.347680 -2.515786 1.329742 -0.240 0.197 -0.163 0.55
H 3.814502 -2.271857 0.453895 0.268 0.165 0.101 0.28
H 3.718130 -4.176763 2.095667 -0.109 0.913 0.031 0.46
H 2.516031 -2.885048 2.401962 -0.052 -0.194 -0.090 0.08
H 3.466657 -3.713475 4.479581 -0.022 0.349 -0.049 0.42
H 3.798944 -1.959233 4.245618 0.052 -0.659 -0.011 0.01
H 5.824026 -4.270867 3.746156 -0.217 0.342 0.133 0.36
H 5.777630 -3.284800 5.231654 -0.316 0.090 -1.102 0.37
H 6.222289 -2.555152 3.655233 -0.350 -0.123 0.170 0.30
I 0.625906 -2.333392 -1.137402 -1.609 -0.497 -1.267 0.11
C -1.173494 -2.794124 -2.475753 0.475 -0.533 0.402 0.11
C -1.132635 -4.046201 -3.092976 0.235 0.058 0.268 -0.56
C -2.175986 -4.366896 -3.946930 0.150 -0.062 -0.151 -0.57
C -3.177728 -3.427357 -4.159105 -0.217 -0.093 -0.571 -0.72
C -3.135997 -2.232042 -3.496066 0.033 1.070 1.026 -0.52
N -2.140278 -1.926742 -2.606045 0.121 -0.003 -0.260 0.58
H -0.311392 -4.723857 -2.892769 -0.115 0.030 -0.114 0.55
H -2.221241 -5.312500 -4.494522 0.205 0.255 0.357 0.45
H -3.958916 -3.618577 -4.890188 0.029 0.026 0.254 0.50
H -3.925060 -1.461757 -3.609930 0.590 -0.602 0.073 0.27
N 1.339410 -0.082992 -6.646187 0.377 0.201 -0.176 -0.62
C 1.105136 0.782830 -5.489564 -0.276 0.384 -0.411 -0.17
C 0.335079 0.063416 -4.393461 0.048 -0.204 0.835 0.24
O 0.071297 0.617587 -3.327460 -0.055 -0.660 -0.869 -0.55
O 0.002480 -1.214367 -4.619288 0.424 0.726 -0.814 -0.38
H 0.797686 0.222113 -7.458911 0.354 -0.162 0.363 0.23
H 0.335383 -1.445859 -5.542807 -0.075 0.490 0.792 0.39
H 2.334218 -0.096480 -6.916575 -0.845 -0.073 0.177 0.23
H 0.507580 1.679894 -5.756359 0.283 -0.424 0.219 0.28
H 2.032843 1.167613 -5.039937 -0.266 -0.224 -0.124 0.33
```
Forces are in eV/Å.

Properties
Total charge: +3
F_max: 3.39 eV/Å
LUMO (spin up / spin down): -0.3752 / -0.4053 hartree



Values of energy relative to the best compared isomer or geometry (same formula, charge and spin), in order: 26.0; 0.0, all in kcal per mole.